The following is a quantum chemistry calculation of a 2-piece molecular cluster, CH4FN overall, from OMol25.

Positions of all 7 atoms, in Å:
C: 0.632 0.550 -0.062
N: -0.453 0.125 0.380
H: 0.819 0.059 -0.990
H: 1.531 1.095 0.449
H: -0.894 0.341 1.241
F: -1.766 -2.651 -1.005
H: -1.391 -1.886 -1.451

Forces on the atoms, in the same order (eV/Å):
C 1.81 -0.25 1.36
N -1.26 -0.43 -0.97
H 0.98 0.38 -1.11
H -1.89 -0.45 -0.66
H 0.40 0.73 1.25
F 0.72 1.39 -1.00
H -0.75 -1.37 1.13

ΔE to the lowest compared entry with this formula, charge and spin = 1.024 eV
Kohn-Sham gap = 0.40272 Ha
SMILES string = C=N.F
Maximum force = 2.3 eV/A
LUMO energy = 1.05 eV
Energy = -5308.08806 eV
Total charge = 0

Atomic partial charges in e from the Mulliken method, atoms 1 to 6: -0.16 -0.42 0.18 0.21 0.20 -0.41

The following is a quantum chemistry calculation of C4H8BaO3 as an isolated structure, from OMol25.

Positions of all 16 atoms, in Å:
C: -2.232 3.100 -0.666
O: -2.641 1.786 -0.525
H: -1.239 3.200 -1.204
H: -2.974 3.711 -1.214
H: -2.069 3.576 0.320
O: 0.374 -0.534 -1.586
C: 1.522 -0.720 -1.198
C: 1.764 -1.416 0.099
O: 0.558 -1.383 0.848
C: 0.492 -2.187 1.961
Ba: -1.596 -0.392 -0.286
H: 2.372 -0.663 -1.898
H: 2.561 -0.892 0.653
H: 2.101 -2.445 -0.104
H: -0.397 -2.026 2.566
H: 1.405 -2.713 2.234

Forces on the atoms, in the same order (eV/Å):
C 0.64 0.62 -0.08
O 1.03 -2.08 0.20
H -0.79 -0.04 0.23
H 0.29 -0.18 0.13
H -0.15 0.03 -0.24
O 2.62 0.45 -0.65
C -0.80 -1.72 -1.09
C 0.48 0.69 0.74
O 0.34 -0.18 -0.01
C 0.31 -0.11 -0.01
Ba -3.71 2.03 0.55
H -0.04 0.56 0.24
H -0.08 -0.24 -0.08
H -0.09 0.19 -0.06
H 0.43 -0.15 -0.05
H -0.48 0.11 0.17

ΔE to the lowest compared entry with this formula, charge and spin = 0.000 eV
Kohn-Sham gap (spin up / spin down) = 0.23616 / 0.23571 Ha
Maximum force = 4.3 eV/A
Multiplicity = 2
LUMO energy (spin up / spin down) = -4.71 / -4.72 eV
Energy = -11105.19321 eV
Total charge = +1

Atomic partial charges in e from the Mulliken method, atoms 1 to 6: -0.58 -0.82 0.15 0.20 0.25 -0.57

The following is a quantum chemistry calculation of C28H49MnO2S3SbSi3 as an isolated structure, from OMol25.

Positions of all 87 atoms, in Å:
Mn: -1.054 0.304 0.290
C: 0.493 2.823 3.969
C: -0.319 2.054 2.941
S: 0.626 0.859 2.035
C: -1.630 2.289 2.772
C: -2.374 3.314 3.588
S: -2.686 1.471 1.604
H: 1.533 2.504 3.936
H: 0.125 2.657 4.985
H: 0.470 3.900 3.779
H: -1.737 3.831 4.305
H: -3.192 2.839 4.137
H: -2.831 4.062 2.934
O: -0.153 1.476 -1.244
S: 1.227 2.052 -0.974
C: 1.647 2.824 -2.536
C: 2.988 2.944 -2.863
C: 3.342 3.557 -4.059
C: 2.356 4.023 -4.914
C: 1.013 3.879 -4.581
C: 0.651 3.278 -3.387
C: 0.976 3.546 -0.027
C: -0.299 4.037 0.172
C: -0.454 5.205 0.908
C: 0.654 5.858 1.425
C: 1.930 5.339 1.228
C: 2.096 4.172 0.504
H: 3.749 2.560 -2.193
H: 4.387 3.658 -4.323
H: 2.631 4.494 -5.849
H: 0.247 4.239 -5.257
H: -0.387 3.146 -3.110
H: -1.159 3.488 -0.190
H: -1.449 5.591 1.088
H: 0.525 6.765 2.001
H: 2.791 5.836 1.656
H: 3.080 3.736 0.373
C: -4.471 1.069 -2.130
C: -3.962 0.125 -1.078
C: -4.907 -0.323 -0.008
O: -2.793 -0.227 -1.095
H: -5.526 1.304 -2.008
H: -4.295 0.633 -3.114
H: -3.880 1.984 -2.062
H: -5.747 -0.855 -0.465
H: -5.311 0.559 0.493
H: -4.398 -0.948 0.719
C: -1.268 -3.247 -3.046
Si: -1.031 -3.985 -1.337
C: -2.704 -4.233 -0.522
C: -0.151 -5.635 -1.490
Sb: 0.153 -2.241 0.083
Si: 2.573 -2.183 -0.684
C: 2.547 -1.611 -2.473
C: 3.390 -3.868 -0.561
C: 3.485 -0.940 0.378
Si: 0.173 -3.204 2.444
C: 1.724 -2.636 3.322
C: -1.367 -2.548 3.275
C: 0.139 -5.084 2.392
H: -1.939 -3.873 -3.642
H: -0.317 -3.178 -3.580
H: -1.695 -2.244 -2.987
H: -3.327 -4.904 -1.122
H: -3.226 -3.280 -0.424
H: -2.606 -4.669 0.475
H: -0.757 -6.317 -2.096
H: 0.011 -6.102 -0.516
H: 0.821 -5.529 -1.979
H: 2.018 -2.321 -3.112
H: 3.568 -1.511 -2.853
H: 2.051 -0.642 -2.569
H: 2.962 -4.573 -1.276
H: 3.288 -4.295 0.438
H: 4.459 -3.777 -0.779
H: 2.925 -0.010 0.499
H: 4.450 -0.705 -0.083
H: 3.680 -1.340 1.376
H: 1.822 -1.550 3.274
H: 2.619 -3.100 2.900
H: 1.661 -2.925 4.376
H: -1.380 -1.455 3.255
H: -1.403 -2.875 4.318
H: -2.270 -2.911 2.777
H: 0.996 -5.486 1.846
H: -0.772 -5.460 1.919
H: 0.174 -5.484 3.410

Forces on the atoms, in the same order (eV/Å):
Mn 0.05 0.20 0.40
C -0.02 0.00 0.01
C 0.14 0.03 0.06
S -0.21 -0.04 -0.20
C -0.10 0.04 -0.05
C 0.00 0.04 0.03
S 0.18 -0.01 0.03
H 0.01 0.00 0.00
H 0.01 0.01 -0.02
H 0.00 -0.02 -0.01
H -0.01 -0.02 -0.02
H 0.01 0.01 -0.01
H 0.00 -0.01 0.00
O 0.01 0.02 -0.10
S 0.01 0.08 0.00
C 0.01 -0.03 0.01
C 0.01 -0.01 0.02
C -0.01 0.00 0.01
C -0.02 0.00 0.00
C 0.02 0.01 -0.01
C -0.04 0.00 0.01
C 0.04 0.03 0.01
C -0.01 -0.05 0.06
C 0.01 0.01 0.00
C -0.02 0.00 -0.01
C 0.00 -0.01 -0.01
C -0.01 -0.03 0.01
H -0.01 0.00 -0.01
H -0.01 0.00 0.00
H 0.00 -0.01 0.01
H 0.00 -0.01 0.01
H 0.02 0.00 -0.01
H -0.03 -0.01 -0.03
H 0.01 0.00 0.00
H 0.00 -0.01 0.00
H 0.00 -0.01 -0.01
H -0.01 0.02 -0.01
C 0.00 -0.04 -0.05
C 0.04 0.08 0.19
C -0.03 -0.06 -0.08
O -0.06 -0.11 -0.21
H 0.01 -0.01 -0.01
H 0.00 0.02 -0.01
H -0.01 0.01 0.00
H 0.01 0.00 -0.01
H 0.02 -0.01 0.00
H 0.00 -0.01 0.01
C 0.01 -0.03 0.00
Si -0.05 -0.02 -0.01
C 0.03 -0.05 -0.03
C 0.01 0.00 0.01
Sb -0.08 -0.12 -0.09
Si 0.03 0.03 0.02
C 0.02 -0.02 0.03
C 0.03 0.03 -0.03
C 0.04 -0.02 -0.03
Si 0.05 -0.03 0.07
C -0.04 -0.04 0.02
C 0.01 -0.04 0.01
C -0.01 0.01 0.00
H 0.02 0.01 0.02
H -0.02 0.02 0.01
H 0.01 -0.01 0.02
H 0.01 0.01 0.01
H -0.01 0.04 0.01
H 0.00 0.02 -0.02
H 0.03 0.02 0.02
H 0.00 0.03 -0.03
H -0.03 0.01 0.01
H 0.00 0.01 0.01
H -0.01 0.01 0.00
H 0.00 -0.01 0.01
H -0.01 0.01 0.03
H -0.01 0.03 -0.01
H -0.03 -0.01 0.00
H 0.01 -0.05 0.01
H -0.01 -0.02 0.01
H -0.03 0.02 -0.02
H -0.01 0.00 -0.02
H -0.03 0.02 0.00
H 0.02 0.00 -0.02
H 0.02 0.01 -0.02
H 0.00 0.00 -0.02
H 0.02 0.02 0.00
H -0.02 0.02 0.01
H 0.03 0.01 0.00
H -0.01 0.01 -0.02

ΔE to the lowest compared entry with this formula, charge and spin = 0.147 eV
Kohn-Sham gap (spin up / spin down) = 0.23564 / 0.24152 Ha
Maximum force = 0.5 eV/A
Multiplicity = 6
LUMO energy (spin up / spin down) = 0.53 / 0.53 eV
Energy = -127927.07567 eV
Total charge = 0

Atomic partial charges in e from the Mulliken method, atoms 1 to 6: 1.84 -1.87 0.20 -0.49 0.70 -1.66

Which of these has the highest total charge? C4H8BaO3